The following is a DFT calculation (ωB97M-V/def2-TZVPD) of C41H51CrINO5Se as an isolated structure.

- Kohn-Sham gap (alpha / beta): 6.47 / 6.62 eV
- HOMO energy (alpha / beta): -4.45 / -4.61 eV
- 2S+1: 5
- Energy relative to the best compared isomer or geometry (same formula, charge and spin): 1.5 kJ/mol
- E_LUMO (alpha / beta): 0.07410 / 0.07408 Ha
- Net charge: -1

Element x y z (Å)
1 Cr -1.0820 -0.7239 -1.4534
2 C 4.1949 -3.4087 3.9722
3 C 2.7135 -3.0324 4.0126
4 C 1.9087 -4.3059 4.3076
5 C 2.5076 -2.0331 5.1605
6 C 2.2376 -2.4111 2.6994
7 C 0.9124 -2.0222 2.5579
8 C 0.4624 -1.4479 1.3828
9 Se -1.3537 -0.8565 1.2563
10 C -0.9703 1.0322 1.2774
11 C -0.5421 1.5884 2.4647
12 C -0.1532 2.9212 2.5346
13 C -0.2562 3.6602 1.3651
14 C -0.7122 3.1492 0.1476
15 C -1.0491 1.7805 0.0825
16 O -1.4111 1.2034 -1.0537
17 C -0.7153 4.1119 -1.0550
18 C -1.4522 3.6089 -2.3036
19 C 0.7415 4.3941 -1.4521
20 C -1.3978 5.4350 -0.6655
21 C 0.3780 3.4891 3.8497
22 C -0.6943 3.3608 4.9403
23 C 1.6259 2.7021 4.2758
24 C 0.7613 4.9640 3.7293
25 C 1.3045 -1.2170 0.2689
26 O 0.8595 -0.6447 -0.8079
27 C 2.6641 -1.6100 0.4125
28 C 3.0775 -2.1854 1.6075
29 C 3.6306 -1.3795 -0.7508
30 C 5.0514 -1.8576 -0.4394
31 C 3.1488 -2.1474 -1.9913
32 C 3.7055 0.1239 -1.0606
33 H 4.4852 -3.8555 4.9266
34 H 4.8283 -2.5347 3.8052
35 H 4.4017 -4.1353 3.1835
36 H 2.2291 -4.7544 5.2533
37 H 2.0479 -5.0393 3.5108
38 H 0.8411 -4.0933 4.3791
39 H 2.8438 -2.4595 6.1109
40 H 1.4550 -1.7636 5.2649
41 H 3.0692 -1.1150 4.9738
42 H 0.2075 -2.1537 3.3721
43 H -0.4818 0.9498 3.3393
44 H 0.0488 4.6974 1.3869
45 H -1.0001 2.7126 -2.7174
46 H -1.4262 4.4031 -3.0567
47 H -2.4984 3.3875 -2.0804
48 H 1.2373 3.4699 -1.7566
49 H 1.3059 4.8185 -0.6192
50 H 0.7799 5.0995 -2.2883
51 H -2.4224 5.2525 -0.3339
52 H -1.4314 6.1003 -1.5325
53 H -0.8753 5.9635 0.1320
54 H -0.9833 2.3199 5.0930
55 H -1.5917 3.9196 4.6656
56 H -0.3209 3.7509 5.8919
57 H 1.4037 1.6422 4.4096
58 H 2.0193 3.0892 5.2208
59 H 2.4069 2.7807 3.5167
60 H -0.0968 5.5815 3.4533
61 H 1.5459 5.1151 2.9847
62 H 1.1383 5.3233 4.6900
63 H 4.1141 -2.4745 1.6953
64 H 5.0847 -2.9304 -0.2350
65 H 5.4828 -1.3289 0.4144
66 H 5.6883 -1.6637 -1.3064
67 H 3.1465 -3.2224 -1.7975
68 H 3.8188 -1.9513 -2.8351
69 H 2.1373 -1.8525 -2.2602
70 H 4.1098 0.6667 -0.2018
71 H 2.7173 0.5209 -1.2892
72 H 4.3674 0.2977 -1.9153
73 O -3.8267 0.4854 -1.6508
74 C -3.9819 0.7519 -3.0076
75 C -3.0206 0.0495 -3.9500
76 C -3.3377 0.0300 -5.3078
77 C -2.4855 -0.5828 -6.1994
78 C -1.3268 -1.1756 -5.7164
79 C -1.0856 -1.1252 -4.3610
80 N -1.9107 -0.5207 -3.4894
81 H -2.9938 0.9220 -1.3329
82 H -3.9085 1.8277 -3.2211
83 H -4.9905 0.4421 -3.2946
84 H -4.2620 0.4871 -5.6390
85 H -2.7230 -0.6117 -7.2555
86 H -0.6282 -1.6831 -6.3659
87 H -0.2138 -1.6037 -3.9310
88 I -7.7951 -3.1309 -3.5737
89 C -5.7508 -3.3258 -3.1687
90 C -5.1738 -2.5402 -2.1845
91 C -3.8121 -2.6624 -1.9401
92 C -3.0311 -3.5500 -2.6671
93 C -3.6386 -4.3452 -3.6331
94 C -4.9961 -4.2371 -3.8943
95 C -1.5209 -3.6450 -2.4747
96 O -0.9327 -4.5779 -3.0089
97 O -0.9749 -2.6863 -1.8276
98 H -5.7631 -1.8329 -1.6161
99 H -3.3677 -2.0457 -1.1710
100 H -3.0164 -5.0404 -4.1817
101 H -5.4609 -4.8494 -4.6557

***

The following is a DFT calculation (ωB97M-V/def2-TZVPD) of C41H51GeN4O7PV as an isolated structure.

- Kohn-Sham gap (alpha / beta): 7.19 / 7.10 eV
- HOMO energy (alpha / beta): -7.23 / -7.41 eV
- 2S+1: 2
- Energy relative to the best compared isomer or geometry (same formula, charge and spin): 144.9 kJ/mol
- E_LUMO (alpha / beta): -0.00121 / -0.01115 Ha
- Net charge: 0

Element x y z (Å)
1 V -0.1879 1.1302 -0.1856
2 N -1.2443 1.8894 1.4781
3 C -2.5733 1.4726 1.9318
4 C -2.4485 0.5444 3.1441
5 N -1.3064 -0.3396 2.9594
6 H -0.5836 1.7374 2.2395
7 H -1.2357 2.8897 1.2729
8 H -3.0690 0.9333 1.1163
9 H -3.1974 2.3335 2.2090
10 H -3.4013 0.0121 3.2822
11 H -2.2592 1.1322 4.0537
12 H -1.2750 -0.6583 1.9909
13 H -1.3837 -1.1536 3.5581
14 O 2.2385 6.4014 -3.8951
15 C 1.1245 5.9024 -4.5723
16 N 0.3837 4.9400 -3.7919
17 C -0.9056 5.1468 -3.4224
18 O -1.4997 6.1889 -3.6052
19 C -1.5324 3.9320 -2.8203
20 C -2.6952 3.4112 -3.3947
21 C -3.2158 2.2448 -2.8423
22 C -2.5458 1.6354 -1.8061
23 N -1.4083 2.1141 -1.2620
24 C -0.9577 3.2798 -1.7467
25 H 1.9395 7.0011 -3.2016
26 H 1.5108 5.4200 -5.4750
27 H 0.4236 6.7001 -4.8510
28 H 0.8212 4.0449 -3.6086
29 H -3.1543 3.9080 -4.2343
30 H -4.1237 1.8048 -3.2267
31 H -2.8871 0.7016 -1.3757
32 H -0.0851 3.7035 -1.2604
33 C 2.3560 -1.2061 -1.7347
34 O 2.4630 0.1278 -2.2118
35 P 1.2590 1.1976 -1.9990
36 O 0.5304 1.2224 -3.4518
37 C -0.2041 0.0870 -3.8700
38 O 2.0372 2.5486 -2.3682
39 C 2.9097 3.2481 -1.4860
40 H 3.3690 -1.5673 -1.5524
41 H 1.8821 -1.8366 -2.4895
42 H 1.7710 -1.2390 -0.8105
43 H 0.4123 -0.5207 -4.5366
44 H -1.0804 0.4442 -4.4146
45 H -0.5141 -0.5083 -3.0013
46 H 2.9716 4.2733 -1.8578
47 H 3.9033 2.7976 -1.5083
48 H 2.5376 3.2524 -0.4572
49 C 5.6430 -0.5232 5.3933
50 C 4.6853 -0.0031 4.3638
51 C 5.0281 0.0357 3.0230
52 C 4.1457 0.5032 2.0573
53 C 4.5785 0.5157 0.6224
54 C 2.8926 0.9706 2.4493
55 C 2.5291 0.9422 3.7988
56 C 1.1611 1.3824 4.2298
57 C 3.4294 0.4567 4.7347
58 C 1.8473 1.3406 1.4208
59 O 1.5083 2.5145 1.1832
60 O 1.3216 0.3593 0.8370
61 H 6.4404 -1.0953 4.9262
62 H 5.1301 -1.1612 6.1101
63 H 6.0928 0.3036 5.9437
64 H 5.9983 -0.3261 2.7132
65 H 5.2682 -0.3027 0.4246
66 H 5.0937 1.4506 0.3971
67 H 3.7227 0.4240 -0.0386
68 H 0.4116 0.7428 3.7560
69 H 0.9850 2.4205 3.9455
70 H 1.0463 1.2996 5.3092
71 H 3.1394 0.4153 5.7759
72 C -0.8890 -0.4033 -0.4871
73 Ge -1.4674 -2.2384 -0.4213
74 C -2.4271 -3.0332 -1.9765
75 C -2.7440 -4.3834 -1.9267
76 C -3.4708 -4.9815 -2.9393
77 C -3.9177 -4.2226 -4.0091
78 C -3.6471 -2.8655 -4.0474
79 C -2.9021 -2.2780 -3.0385
80 C 0.0810 -3.3298 0.1957
81 C 0.8664 -2.7775 1.2039
82 C 1.9808 -3.4406 1.6816
83 C 2.3378 -4.6657 1.1426
84 C 1.5729 -5.2183 0.1291
85 C 0.4488 -4.5575 -0.3368
86 C -2.8883 -2.3743 0.9783
87 C -2.7152 -3.1082 2.1439
88 C -3.7056 -3.1442 3.1112
89 C -4.8876 -2.4510 2.9170
90 C -5.0856 -1.7372 1.7469
91 C -4.0889 -1.7014 0.7876
92 H -2.4251 -4.9679 -1.0745
93 H -3.6946 -6.0373 -2.8851
94 H -4.4770 -4.6897 -4.8079
95 H -4.0192 -2.2575 -4.8613
96 H -2.6924 -1.2175 -3.0736
97 H 0.6250 -1.7940 1.5852
98 H 2.5745 -2.9938 2.4679
99 H 3.2216 -5.1769 1.4984
100 H 1.8598 -6.1677 -0.3038
101 H -0.1341 -4.9958 -1.1368
102 H -1.7892 -3.6491 2.2950
103 H -3.5536 -3.7073 4.0213
104 H -5.6541 -2.4658 3.6781
105 H -6.0132 -1.2049 1.5874
106 H -4.2483 -1.1522 -0.1328